37
Properties=species:S:1:pos:R:3:lowdin_charge:R:1 method="wB97M-V/def2-TZVPD" orbital_gap_ev=6.83 e_above_lowest_kj_mol=214.9
N 2.651 -1.318 0.072 0.074
N 1.770 -0.223 4.717 0.186
N 3.442 -1.105 1.095 0.109
N 3.675 -0.442 3.368 0.179
N 0.692 -1.086 1.316 0.192
C 3.036 -0.225 4.465 -0.573
C 1.313 -1.353 0.124 -0.260
C 1.103 -0.423 3.693 -0.338
C 2.901 -0.813 2.308 -0.253
C 1.488 -0.788 2.378 -0.128
N 3.655 0.307 5.470 0.151
N -0.267 -0.364 3.949 0.137
N -2.348 1.209 -3.083 -0.212
N -0.314 -0.516 -1.729 -0.178
C -3.331 2.154 -3.652 -0.098
C 0.401 -1.621 -1.108 -0.128
C -1.729 1.533 -1.718 -0.132
C -1.613 0.192 -3.908 -0.155
C -1.079 0.412 -0.903 -0.187
C -0.991 -0.895 -3.010 -0.156
H 4.429 1.016 5.214 0.166
H 2.987 0.607 6.147 0.094
H -0.543 -0.695 4.864 0.099
H -0.839 -0.725 3.159 0.098
H -2.800 2.673 -4.650 0.128
H -4.257 1.676 -3.940 0.057
H -3.560 2.951 -2.982 0.049
H 1.090 -2.121 -1.818 0.126
H -0.394 -2.271 -0.749 0.113
H -0.906 2.263 -1.798 0.112
H -2.493 2.012 -1.149 0.096
H -2.202 -0.281 -4.719 0.121
H -0.875 0.697 -4.488 0.090
H -0.327 0.813 -0.214 0.109
H -1.765 -0.169 -0.315 0.102
H -0.265 -1.451 -3.597 0.110
H -1.739 -1.633 -2.809 0.100

38
Properties=species:S:1:pos:R:3:lowdin_charge:R:1 method="wB97M-V/def2-TZVPD" charge=+1 orbital_gap_ev=7.95 e_above_lowest_kj_mol=18.8
Ti 0.304 0.459 -0.126 1.173
O -1.922 -2.333 -0.221 0.184
C -0.891 -1.951 0.237 -0.503
O -0.770 -0.722 0.833 -0.145
C 0.424 -2.722 0.204 -0.071
C 1.364 -2.171 1.282 -0.215
C 2.601 -3.040 1.460 -0.069
C 3.429 -2.694 0.202 -0.073
C 2.503 -1.736 -0.527 -0.210
O 1.877 -0.989 0.576 -0.158
C 1.274 -2.464 -1.105 -0.066
C 0.604 -1.566 -2.141 -0.506
O 0.102 -1.948 -3.150 0.181
O 0.688 -0.253 -1.805 -0.127
H 0.195 -3.779 0.309 0.172
H 0.876 -1.857 2.197 0.166
H 3.130 -2.777 2.373 0.126
H 2.330 -4.093 1.518 0.130
H 4.360 -2.195 0.463 0.127
H 3.668 -3.559 -0.414 0.131
H 2.980 -1.037 -1.205 0.170
H 1.523 -3.402 -1.593 0.170
O 1.945 1.728 -0.071 -0.082
N 1.305 1.889 0.934 0.011
C -3.635 2.459 -1.006 -0.136
P -2.099 2.769 -0.158 0.656
C -1.519 4.412 -0.542 -0.140
C -2.349 2.630 1.606 -0.140
O -1.059 1.729 -0.626 -0.421
H -4.387 3.190 -0.706 0.075
H -3.983 1.455 -0.761 0.077
H -3.471 2.525 -2.081 0.077
H -2.242 5.150 -0.191 0.076
H -1.396 4.513 -1.621 0.075
H -0.562 4.588 -0.051 0.068
H -3.131 3.315 1.932 0.075
H -1.422 2.872 2.129 0.068
H -2.643 1.606 1.844 0.073

32
Properties=species:S:1:pos:R:3:lowdin_charge:R:1 method="wB97M-V/def2-TZVPD" orbital_gap_ev=7.69 e_above_lowest_kj_mol=232.9
C 3.159 1.892 -0.081 -0.082
C 3.119 0.501 -0.461 -0.094
C 1.967 2.464 0.231 -0.124
C 1.973 -0.238 -0.407 -0.030
C 0.657 1.842 0.127 -0.272
C 0.679 0.288 -0.005 -0.196
C -0.405 -2.930 -0.066 -0.112
C -1.869 -0.411 1.880 -0.074
C -0.594 -1.695 -0.900 -0.242
C -1.745 0.068 0.438 -0.211
C -0.488 -0.389 -0.176 -0.283
O -1.148 3.548 -1.005 -0.144
O 0.996 3.054 -2.299 -0.057
O -0.944 1.184 -1.990 -0.242
P -0.157 2.296 -1.431 0.572
H 4.141 2.326 -0.020 0.099
H 4.027 0.030 -0.721 0.081
H 1.809 3.578 0.388 0.134
H 1.850 -1.412 -0.593 0.142
H -0.005 2.250 0.919 0.136
H 0.665 -3.128 0.372 0.107
H -0.616 -3.708 -0.814 0.072
H -1.132 -2.925 0.784 0.071
H -2.116 -1.439 1.999 0.043
H -2.684 -0.002 2.473 0.070
H -0.922 -0.276 2.442 0.096
H -1.652 -1.743 -1.218 0.120
H 0.062 -1.739 -1.826 0.136
H -1.617 1.168 0.430 0.087
H -2.615 -0.116 -0.138 0.109
H -1.994 3.170 -1.304 0.075
H 1.041 2.992 -3.176 0.012

46
Properties=species:S:1:pos:R:3:lowdin_charge:R:1 method="wB97M-V/def2-TZVPD" charge=-1 orbital_gap_ev=7.95
C -1.107 0.697 3.047 0.038
C -0.767 0.542 1.649 -0.077
C -0.955 -0.858 0.850 -0.404
S -0.831 -0.507 -0.958 0.781
C -2.595 -0.279 -1.576 -0.126
O -0.113 0.791 -1.310 -0.401
O -0.238 -1.584 -1.823 -0.399
O -2.381 -1.077 1.039 -0.044
B -2.649 -2.275 1.900 -0.993
O -3.515 -2.079 3.064 0.066
C -3.431 -3.316 0.894 -0.038
C -4.570 -4.201 1.617 -0.727
O -5.709 -3.739 1.901 -0.085
I -4.292 -6.325 2.147 0.646
O -1.287 -2.589 2.379 -0.021
C -0.199 -2.081 1.572 -0.666
S 0.317 -3.603 0.662 0.860
S 1.263 -1.729 2.723 0.821
O 2.171 -2.924 2.721 -0.377
O 0.817 -1.529 4.162 -0.315
F 2.184 -0.433 2.145 -0.238
H -0.240 0.995 3.735 0.080
H -2.155 0.601 3.477 0.078
H -0.372 1.499 1.138 0.113
H -2.563 -0.109 -2.713 0.087
H -3.177 -1.260 -1.417 0.070
H -3.048 0.600 -0.999 0.086
H -3.506 -1.146 3.363 0.075
H -4.009 -2.670 0.128 0.116
H -2.739 -4.056 0.345 0.097
H 1.540 -3.237 0.074 -0.062
C 3.002 2.361 -1.423 -0.222
C 2.309 2.342 -2.785 -0.218
C 2.446 3.741 -3.390 -0.225
S 3.946 4.437 -2.706 0.663
O 3.594 5.565 -1.875 -0.331
O 4.947 4.529 -3.747 -0.342
C 4.340 3.055 -1.649 -0.238
H 3.135 1.354 -1.022 0.119
H 2.399 2.932 -0.710 0.123
H 2.802 1.610 -3.434 0.122
H 1.261 2.050 -2.701 0.088
H 2.528 3.704 -4.477 0.101
H 1.614 4.385 -3.101 0.105
H 4.800 3.411 -0.727 0.107
H 5.032 2.407 -2.190 0.107

44
Properties=species:S:1:pos:R:3:lowdin_spin:R:1 method="wB97M-V/def2-TZVPD" spin_multiplicity=9 orbital_gap_ev="8.71 / 8.26"
Fe 2.079 -2.870 -0.806 3.731
Fe 1.650 0.118 -2.002 3.742
C 3.419 -1.686 -2.542 0.026
O 3.888 -2.613 -1.752 0.072
O 3.660 -0.417 -2.445 0.058
O 2.132 -1.867 -2.727 0.097
C 0.304 -1.082 -0.212 0.024
O 0.085 -2.368 -0.397 0.059
O -0.237 -0.209 -1.006 0.054
O 1.583 -0.919 -0.071 0.090
C 0.080 3.087 -0.168 0.001
C 1.527 2.881 -0.477 0.006
O 1.879 2.022 -1.274 0.035
C 2.559 3.745 0.189 0.001
H -0.081 3.615 0.767 0.000
H -0.403 2.109 -0.108 0.000
H -0.369 3.608 -1.017 0.000
H 2.493 3.672 1.271 0.000
H 2.398 4.754 -0.195 0.000
H 3.531 3.343 -0.094 0.000
Br -2.405 1.969 2.682 0.000
C -2.799 0.147 2.117 0.000
C -3.033 0.041 0.633 0.001
Br -4.767 0.755 0.126 0.000
H -3.635 -0.240 2.688 0.000
H -1.891 -0.417 2.334 0.000
H -3.005 -1.008 0.333 0.000
H -2.253 0.511 0.038 0.000
Br -4.350 -1.800 -3.495 0.000
C -2.726 -2.029 -2.461 0.000
C -1.572 -2.515 -3.298 0.000
Br -1.987 -4.175 -4.245 0.000
H -2.998 -2.749 -1.696 0.000
H -2.486 -1.058 -2.039 0.000
H -0.681 -2.758 -2.734 0.000
H -1.319 -1.753 -4.031 0.000
Br 1.947 1.962 3.734 0.000
C 0.968 0.376 3.165 0.000
C 1.471 -0.843 3.869 0.000
Br 0.353 -2.374 3.441 0.001
H 1.087 0.352 2.087 0.000
H -0.078 0.571 3.387 0.000
H 1.524 -0.797 4.949 0.000
H 2.458 -1.091 3.481 0.000

42
Properties=species:S:1:pos:R:3:lowdin_charge:R:1 method="wB97M-V/def2-TZVPD" charge=+1 orbital_gap_ev=7.65 e_above_lowest_kj_mol=21.3
C 3.966 0.905 1.241 -0.043
C 3.737 1.797 0.029 -0.166
O 3.241 1.016 -1.112 0.002
C 1.938 1.126 -1.357 -0.271
C 1.030 0.161 -0.915 0.108
C -0.292 0.346 -1.249 -0.061
P -1.458 -0.916 -0.674 0.420
O -1.550 -2.040 -1.608 -0.222
O -0.766 -1.253 0.694 -0.106
O -2.854 -0.253 -0.353 -0.082
C -0.618 1.495 -2.036 -0.210
C -2.021 1.750 -2.504 -0.056
C -2.675 2.826 -1.627 -0.242
O -2.247 2.738 -0.281 0.018
C -4.205 2.764 -1.673 -0.604
F -4.712 3.999 -1.643 0.162
F -4.702 2.102 -0.634 0.173
F -4.632 2.171 -2.788 0.162
N 0.256 2.387 -2.408 0.191
N 1.529 2.171 -2.046 0.165
H 4.962 1.073 1.637 0.083
H 3.932 -0.132 0.926 0.086
H 3.255 1.101 2.035 0.081
H 3.060 2.620 0.240 0.123
H 4.679 2.219 -0.298 0.124
H 1.358 -0.687 -0.337 0.147
H -1.033 -2.128 1.034 0.082
H -3.539 -0.819 -0.740 0.117
H -2.592 0.835 -2.560 0.116
H -1.943 2.125 -3.520 0.141
H -2.399 3.803 -2.013 0.162
H -1.705 3.504 -0.087 0.113
H 2.209 2.855 -2.353 0.200
O 0.226 -3.501 1.913 0.011
C 0.668 -4.313 2.713 -0.573
N 1.646 -5.179 2.367 0.171
C 0.159 -4.409 4.129 0.003
H 2.024 -5.856 3.001 0.105
H 1.998 -5.142 1.426 0.113
H -0.907 -4.626 4.106 0.091
H 0.313 -3.452 4.624 0.090
H 0.663 -5.186 4.701 0.076